Entry 1:
{"formula": "C3H8NO3", "method": "the ωB97M-V functional and the def2-TZVPD basis", "species": ["C", "C", "C", "O", "O", "N", "H", "H", "H", "H", "H", "H", "H", "H", "O"], "xyz": [[-0.3555, 0.6598, 0.5092], [0.5651, -0.1586, -0.4685], [1.8992, -0.3335, 0.2831], [2.5633, -1.3306, 0.5049], [2.3758, 0.9516, 0.4483], [-1.6560, 1.0935, -0.0466], [0.1861, 1.5531, 0.8410], [-0.6059, -0.0812, 1.2946], [0.8271, 0.4385, -1.3448], [0.0851, -1.0946, -0.7144], [-1.4550, 1.6130, -0.8967], [-2.1037, 0.1843, -0.3754], [1.9569, 0.3337, 1.3368], [-2.1790, -2.3417, -0.4597], [-2.1037, -1.4874, -0.9119]], "mulliken_charge": [-0.812, -0.142, 0.485, -0.572, -0.454, -0.756, 0.434, 0.270, 0.299, 0.296, 0.228, 0.457, 0.230, 0.135, -1.098], "energy_ha": -399.492493, "lumo_ev": 3.20, "relative_energy_ev": 5.0432, "total_charge": -1, "orbital_gap_ev": 6.5}


Entry 2:
{"formula": "C15H16FeN2", "method": "the ωB97M-V functional and the def2-TZVPD basis", "species": ["N", "C", "C", "N", "C", "H", "H", "H", "C", "C", "C", "C", "C", "C", "C", "Fe", "C", "C", "C", "C", "C", "H", "H", "H", "H", "H", "H", "H", "H", "H", "H", "H", "H", "H"], "xyz": [[3.6562, -0.1862, 0.7302], [3.5025, -1.5524, 0.9302], [2.2285, -1.7803, 1.4094], [1.5643, -0.5600, 1.5373], [2.4777, 0.3659, 1.0655], [4.2694, -2.2764, 0.7020], [1.7547, -2.7159, 1.5388], [2.2714, 1.4154, 0.9874], [-0.4623, -0.7008, 3.1906], [0.1533, -0.2516, 1.8657], [-0.8168, -0.4929, 0.6404], [-2.1532, 0.0226, 0.2922], [-2.5067, -0.5648, -1.0428], [-1.4110, -1.4205, -1.4623], [-0.3966, -1.3439, -0.3822], [-0.8267, 0.4141, -1.1500], [0.5413, 1.1207, -2.4451], [0.4933, 1.8869, -1.2076], [-0.8671, 2.3813, -1.0416], [-1.6520, 1.9271, -2.1948], [-0.7679, 1.1790, -3.0589], [-0.2473, -0.0865, 4.0905], [-1.5694, -0.7719, 3.1483], [-0.0915, -1.6955, 3.4275], [0.2695, 0.8183, 1.9689], [-2.8449, 0.6454, 0.8923], [-3.4425, -0.5152, -1.6121], [-1.3847, -2.0959, -2.3425], [0.4293, -1.9909, -0.2306], [1.4327, 0.6922, -2.8877], [1.3652, 2.1495, -0.6544], [-1.2603, 2.9675, -0.2311], [-2.6624, 2.2216, -2.4383], [-1.0459, 0.7941, -4.0351]], "mulliken_charge": [-0.686, -0.661, -1.186, 0.806, -0.903, 0.520, 0.991, 0.705, -3.628, 0.827, 1.913, -0.114, 0.029, -0.895, 0.283, -1.765, -1.149, -0.801, -1.036, -0.405, -0.499, 0.980, 0.391, -0.036, 0.139, 0.221, 0.447, 0.351, 0.386, 0.434, 1.014, 0.453, 0.493, 0.379], "energy_ha": -1954.107049, "lumo_ev": [5.46, 5.42], "s2": 6.095, "total_charge": -2, "orbital_gap_ev": [2.0, 5.9], "multiplicity": 5}


Entry 3:
{"formula": "C17H39N5O14S2", "method": "the ωB97M-V functional and the def2-TZVPD basis", "species": ["C", "N", "O", "O", "H", "H", "H", "C", "C", "O", "S", "O", "O", "O", "H", "H", "H", "H", "C", "C", "O", "S", "O", "O", "O", "H", "H", "H", "H", "C", "O", "N", "C", "C", "H", "H", "H", "H", "H", "H", "H", "C", "O", "N", "C", "C", "H", "H", "H", "H", "H", "H", "H", "C", "O", "N", "C", "C", "H", "H", "H", "H", "H", "H", "H", "C", "O", "N", "C", "C", "H", "H", "H", "H", "H", "H", "H"], "xyz": [[0.3756, 0.2989, 1.5797], [1.7990, -0.1855, 1.4090], [2.0311, -1.1758, 0.6950], [2.6825, 0.5802, 1.7185], [0.3702, 1.3871, 1.5183], [-0.0529, 0.0024, 2.5371], [0.0066, -0.2466, 0.7111], [-0.3761, 3.2390, 7.6867], [0.3366, 2.1427, 6.7714], [0.2501, 2.5327, 5.4943], [-0.3224, 4.1135, 5.4157], [-1.7383, 4.1448, 5.1898], [0.5405, 4.9517, 4.6003], [-0.0881, 4.4305, 7.0290], [0.1532, 3.2287, 8.6395], [-1.4497, 3.1407, 7.8480], [-0.1852, 1.1866, 6.8117], [1.3499, 1.9033, 7.0941], [-3.7896, 0.4424, -5.6820], [-4.4969, -0.9214, -5.8357], [-3.9434, -1.7425, -4.8769], [-3.0823, -0.9040, -3.6557], [-1.7788, -1.5086, -3.2726], [-4.0635, -0.6434, -2.5798], [-2.8316, 0.4066, -4.6733], [-4.6349, 1.0038, -5.2841], [-3.5179, 0.8847, -6.6405], [-4.5115, -1.3582, -6.8343], [-5.5414, -0.9573, -5.5263], [-5.1091, -0.9960, 6.0043], [-3.8529, -0.8459, 6.2612], [-5.7948, -0.1445, 5.2156], [-5.0229, 0.9696, 4.4649], [-7.2434, -0.2911, 5.0363], [-5.6286, -1.9563, 6.1461], [-4.1665, 1.2825, 5.0621], [-5.6343, 1.8640, 4.3446], [-4.6444, 0.8254, 3.4530], [-7.6359, -1.2584, 4.7224], [-7.7922, -0.0368, 5.9431], [-7.4645, 0.4858, 4.3044], [4.2673, -0.1915, -3.8469], [3.9049, 0.8886, -4.1825], [3.5965, -1.2903, -4.3663], [3.8771, -2.5202, -3.6896], [2.6701, -1.3647, -5.5077], [4.9880, -0.3730, -3.0346], [4.8848, -2.7506, -3.3439], [3.6225, -3.3906, -4.2942], [3.2048, -2.5822, -2.8339], [1.7452, -1.6213, -4.9911], [2.6187, -0.3933, -5.9993], [2.9251, -2.1017, -6.2692], [-0.5558, 6.9245, -4.0070], [0.5068, 7.2792, -4.4246], [-0.8663, 5.6862, -3.5168], [-2.2298, 5.1891, -3.5832], [0.1613, 4.6987, -3.0756], [-1.4281, 7.5948, -3.9626], [-2.9362, 5.9908, -3.3679], [-2.2579, 4.4563, -2.7767], [-2.5664, 4.7692, -4.5310], [0.2615, 4.7106, -1.9903], [-0.0817, 3.6620, -3.3089], [1.1274, 4.8504, -3.5570], [5.9810, -5.0841, 1.0222], [6.8606, -4.2508, 1.3406], [6.2240, -6.3124, 0.3916], [5.1520, -7.3286, 0.4615], [7.5517, -6.7483, 0.0008], [4.9254, -4.9664, 1.3120], [4.1844, -7.0903, 0.9031], [5.4173, -8.0268, 1.2553], [5.0190, -7.8790, -0.4699], [7.6322, -7.0414, -1.0460], [8.2675, -5.9310, 0.0892], [7.8437, -7.7369, 0.3550]], "mulliken_charge": [-0.757, 0.871, -0.526, -0.499, 0.271, 0.262, 0.378, -0.366, -0.317, -0.241, 1.101, -0.510, -0.542, -0.316, 0.301, 0.297, 0.296, 0.296, -0.279, -0.257, -0.360, 1.050, -0.474, -0.520, -0.287, 0.280, 0.334, 0.267, 0.241, 0.046, -0.607, 0.153, -0.922, -0.863, 0.283, 0.353, 0.329, 0.297, 0.315, 0.321, 0.292, 0.106, -0.555, 0.092, -1.066, -0.865, 0.322, 0.377, 0.322, 0.339, 0.347, 0.309, 0.274, 0.088, -0.538, 0.121, -0.975, -0.924, 0.287, 0.342, 0.363, 0.278, 0.294, 0.328, 0.339, 0.185, -0.599, 0.092, -0.972, -0.938, 0.280, 0.316, 0.369, 0.301, 0.324, 0.331, 0.312], "energy_ha": -2794.334685, "lumo_ev": 0.08, "total_charge": 0, "orbital_gap_ev": 8.8}


Entry 4:
{"formula": "C22H28I2NOS9Sb2Sc", "method": "the ωB97M-V functional and the def2-TZVPD basis", "species": ["Sc", "S", "Sb", "S", "S", "S", "I", "C", "C", "C", "I", "C", "C", "C", "C", "N", "C", "C", "O", "H", "H", "H", "H", "C", "C", "C", "Sb", "C", "C", "C", "C", "C", "C", "H", "H", "H", "H", "H", "H", "H", "H", "H", "H", "H", "H", "H", "H", "H", "H", "H", "H", "H", "H", "H", "C", "S", "C", "C", "S", "S", "C", "S", "S", "H", "H", "H"], "xyz": [[0.2766, 2.3137, -0.2073], [1.3032, 4.5201, 0.2424], [2.7416, 4.2122, -1.6715], [2.4331, 1.1227, -0.3804], [1.8125, 1.8432, -2.2140], [1.6979, 5.4218, -3.2965], [-2.9500, -1.3690, -2.0496], [-3.3869, 0.6291, -1.5406], [-4.7110, 1.0403, -1.5304], [-5.0393, 2.3412, -1.2501], [-7.0972, 2.8525, -1.2085], [-4.0532, 3.2966, -0.9668], [-4.2724, 4.6630, -0.7001], [-3.2063, 5.4876, -0.4609], [-1.9098, 4.9545, -0.4622], [-1.6710, 3.6780, -0.6757], [-2.7037, 2.8512, -0.9425], [-2.3298, 1.4830, -1.2289], [-1.0943, 1.1469, -1.1973], [-5.4834, 0.3187, -1.7481], [-5.2855, 5.0498, -0.6963], [-3.3438, 6.5429, -0.2750], [-1.0423, 5.5858, -0.2972], [-1.1352, -3.8567, 0.6588], [-0.3326, -3.7459, -0.6226], [0.4953, -4.9986, -0.8209], [0.5693, -1.6754, -0.5972], [1.6359, -1.6458, -2.5734], [0.6723, -1.1545, -3.6415], [2.3084, -2.9310, -3.0213], [2.4090, -1.9868, 0.6786], [2.8904, -3.4091, 0.9006], [2.1089, -1.3133, 2.0097], [-1.7735, -4.7427, 0.6466], [-1.7710, -2.9839, 0.7975], [-0.4683, -3.9320, 1.5161], [-1.0341, -3.6793, -1.4595], [1.1142, -5.2123, 0.0445], [1.1317, -4.9253, -1.6956], [-0.1720, -5.8550, -0.9577], [2.4056, -0.8846, -2.4128], [-0.1116, -1.8916, -3.8270], [1.2059, -0.9702, -4.5768], [0.2088, -0.2160, -3.3359], [1.5649, -3.6746, -3.3084], [2.9429, -3.3406, -2.2380], [2.9373, -2.7342, -3.8938], [3.1873, -1.4163, 0.1616], [2.1608, -3.9734, 1.4786], [3.8286, -3.4086, 1.4636], [3.0616, -3.9184, -0.0446], [1.2885, -1.8187, 2.5228], [1.8178, -0.2722, 1.8411], [2.9805, -1.3184, 2.6676], [2.6862, 2.7953, 2.8621], [0.9833, 3.2782, 3.2971], [0.4106, 1.7720, 3.9840], [-0.4121, 0.9165, 3.3280], [-1.0332, 1.0763, 1.7545], [-0.9081, -0.4961, 4.2786], [-0.1145, -0.0670, 5.7709], [-0.2471, -0.9372, 7.1533], [0.8212, 1.3867, 5.6501], [3.0938, 3.6647, 2.3551], [2.6730, 1.9355, 2.1865], [3.2368, 2.5751, 3.7736]], "mulliken_charge": [1.054, -0.921, 0.171, -0.444, -0.451, -0.766, 0.053, -0.382, -0.530, -0.243, -0.031, 1.225, -0.682, -1.013, -0.201, 0.198, -0.001, 0.451, 0.671, 0.330, 0.139, 0.369, 0.507, -1.493, 0.581, -1.463, -0.279, 0.470, -1.223, -1.532, 0.311, -1.572, -0.745, 0.444, 0.254, 0.256, 0.159, 0.225, 0.216, 0.456, 0.437, 0.293, 0.418, 0.051, 0.275, 0.310, 0.438, 0.590, 0.228, 0.464, 0.297, 0.175, -0.261, 0.473, -0.618, -0.143, 0.029, -0.030, -0.242, -0.011, 0.081, -0.329, -0.160, 0.307, -0.067, 0.422], "energy_ha": -6405.734196, "lumo_ev": 3.18, "relative_energy_ev": 1.1843, "total_charge": -2, "orbital_gap_ev": 5.3}